{
  "formula": "C17H29Cl2NO9P",
  "method": "ωB97M-V/def2-TZVPD",
  "homo_energy_ev": -10.992,
  "multiplicity": 1,
  "charge": 1,
  "lumo_energy_ev": -5.631,
  "gap_ev": 5.361,
  "symbols": ["Cl", "Cl", "P", "O", "O", "O", "O", "O", "O", "O", "O", "O", "N", "C", "C", "C", "C", "C", "C", "C", "C", "C", "C", "C", "C", "C", "C", "C", "C", "C", "H", "H", "H", "H", "H", "H", "H", "H", "H", "H", "H", "H", "H", "H", "H", "H", "H", "H", "H", "H", "H", "H", "H", "H", "H", "H", "H", "H", "H"],
  "positions_angstrom": [[6.34816, 0.62916, -0.05257], [-4.03302, 3.44028, 0.10479], [-2.62521, -0.31883, -1.96597], [4.67370, -0.03482, -2.01493], [8.80243, -4.51536, 1.98112], [-3.56280, -0.32084, -0.51455], [7.66171, -1.79031, 1.82004], [-2.68164, -1.76976, -2.49678], [-3.32712, 0.66623, -3.15956], [-7.97645, 2.78923, -0.29066], [-1.45616, 3.22138, 0.96356], [-8.66979, -0.08515, -0.20158], [1.62468, -0.49442, -0.88971], [0.27194, -0.88138, -1.28737], [-9.31418, 0.05438, -1.46158], [-0.47881, 1.71658, -1.31319], [-7.34384, 0.43722, -0.20939], [8.95910, -1.25868, 2.05762], [-9.25433, 3.09163, 0.25583], [3.50728, 1.32828, -0.20832], [4.71604, 0.56486, -0.92353], [0.99738, 2.01442, -0.89573], [8.65860, -4.46720, 3.39490], [-0.85026, 0.19913, -1.50206], [-1.48840, 2.93667, -1.47491], [7.59764, -4.17130, 1.30086], [2.05437, 0.86536, -0.68206], [-7.28297, 1.80140, 0.46933], [-2.20444, 3.21025, -0.03592], [7.65580, -2.74687, 0.76028], [-0.04143, -1.98183, -1.41742], [-8.88214, -0.65155, -2.17788], [-9.22921, 1.07191, -1.84944], [8.20278, -3.53067, 3.72398], [-6.23706, 2.12036, 0.52335], [8.05173, -5.31265, 3.73373], [-0.94910, 3.91216, -1.79012], [9.23609, -0.57797, 1.24639], [-9.13684, 3.67282, 1.17534], [7.49879, -4.86352, 0.45889], [6.75384, -2.55885, 0.16824], [-6.72190, -0.26493, 0.35490], [-2.33032, 2.77273, -2.22795], [8.92885, -0.69326, 2.99130], [1.29879, 3.10151, -0.74593], [3.58040, 1.13872, 0.92940], [9.70960, -2.04631, 2.15802], [9.65089, -4.54816, 3.84114], [-4.03388, 1.17743, -2.69247], [-7.67195, 1.74900, 1.49153], [2.31783, -1.25624, -0.73917], [-2.90375, -0.27823, 0.22878], [-9.83571, 2.18825, 0.45540], [-9.79998, 3.69663, -0.47094], [8.52245, -2.61068, 0.10503], [3.63526, 2.46438, -0.39186], [6.72719, -4.30890, 1.95250], [-10.37117, -0.18246, -1.33161], [-6.94947, 0.48878, -1.23112]],
  "forces_ev_per_a": [[-2.178, 0.175, -0.658], [2.389, -0.258, -0.573], [-2.212, -5.396, -1.503], [-0.528, 2.456, 4.591], [-0.374, 0.267, 0.130], [2.869, 1.424, -1.890], [0.277, -0.137, -0.174], [1.203, 4.357, 1.536], [0.865, -0.442, 3.778], [-0.049, -0.269, 0.259], [-3.527, 0.047, -3.819], [0.248, 0.322, -0.283], [-2.153, 1.888, -0.386], [-1.323, 3.518, 0.135], [-0.072, -0.136, 0.090], [2.938, -2.258, 0.704], [-0.342, -0.119, 0.561], [-0.115, 0.106, 0.173], [-0.047, 0.165, -0.138], [-0.091, -0.724, 0.361], [0.732, -1.680, -3.142], [-1.084, -3.499, -0.562], [0.133, -0.127, -0.063], [3.587, 1.572, 0.989], [-0.986, 0.086, 0.135], [0.554, -0.010, -0.244], [-3.393, 1.899, -1.086], [0.034, 0.090, -0.579], [3.198, -0.196, 2.925], [-0.395, -0.068, 0.410], [0.963, 1.832, 0.218], [-0.031, 0.056, -0.091], [0.033, 0.002, 0.001], [-0.034, -0.003, -0.014], [-0.037, -0.115, 0.071], [-0.033, 0.054, 0.099], [-0.730, -1.711, 0.724], [0.150, -0.031, -0.019], [-0.098, -0.054, 0.054], [-0.039, 0.029, -0.020], [0.000, -0.033, -0.065], [0.053, 0.022, -0.013], [1.481, -0.120, 0.825], [-0.105, -0.043, -0.097], [-0.289, -1.780, -0.176], [-0.025, 0.349, -1.771], [-0.031, 0.014, -0.090], [-0.050, -0.038, -0.130], [0.340, -0.224, -0.684], [-0.032, -0.080, -0.083], [-0.690, 0.751, -0.295], [-1.004, -0.028, -0.622], [0.076, 0.002, 0.046], [0.158, -0.028, 0.026], [-0.003, -0.073, 0.087], [-0.298, -1.970, 0.245], [0.058, 0.110, -0.005], [0.119, -0.032, 0.078], [-0.061, 0.089, 0.022]],
  "nbo_charge": [-0.012, -0.005, 2.202, -0.487, -0.547, -0.924, -0.563, -1.017, -0.914, -0.557, -0.497, -0.547, -0.486, 0.133, -0.257, 0.147, -0.085, -0.258, -0.257, -0.568, 0.546, -0.208, -0.256, -0.443, -0.570, -0.089, 0.316, -0.085, 0.548, -0.088, 0.309, 0.169, 0.177, 0.175, 0.163, 0.171, 0.292, 0.164, 0.170, 0.187, 0.169, 0.185, 0.279, 0.193, 0.271, 0.298, 0.190, 0.197, 0.513, 0.185, 0.467, 0.504, 0.184, 0.195, 0.185, 0.301, 0.173, 0.198, 0.164]
}